No. 1
89
Properties=species:S:1:pos:R:3:forces:R:3:mulliken_charge:R:1 method="wB97M-V/def2-TZVPD" e_tot_ha=-3372.8817 de_lowest_kj_mol=13.21 multiplicity=3 lumo_ev="-8.4365 / -7.8189" s_squared=2.028 total_charge=+3 orbital_gap_ev="7.92 / 8.43" fmax_ev_per_a=0.5
V 0.811 -0.255 0.854 0.43 0.16 -0.16 0.118
N 1.181 1.508 2.030 -0.02 0.01 0.04 -0.289
C 1.775 1.046 3.314 0.03 0.04 -0.08 -0.405
C 0.840 0.024 3.928 -0.03 -0.06 0.00 -0.896
N 0.417 -0.979 2.906 -0.02 -0.02 0.00 0.060
C 1.046 -2.321 3.060 -0.10 0.05 0.06 -0.592
C 2.377 -2.355 2.350 0.08 -0.03 -0.08 -0.777
N 2.148 -1.962 0.934 0.00 0.02 0.11 -0.352
H 1.873 2.059 1.529 0.00 0.02 -0.02 0.227
H 0.394 2.127 2.208 -0.06 0.00 0.03 0.369
H 1.942 1.881 3.996 0.00 -0.02 0.02 0.535
H 2.749 0.616 3.076 -0.02 -0.03 0.02 0.254
H -0.056 0.522 4.301 0.02 0.02 0.01 0.372
H 1.308 -0.468 4.781 0.01 0.03 0.00 0.441
H -0.581 -1.132 3.025 0.01 0.02 -0.01 -0.096
H 0.360 -3.046 2.613 0.03 -0.01 -0.01 0.280
H 1.152 -2.579 4.115 0.01 -0.02 -0.01 0.584
H 2.832 -3.344 2.421 -0.02 0.00 0.02 0.524
H 3.077 -1.642 2.785 -0.01 -0.01 0.04 0.332
H 1.793 -2.759 0.406 -0.03 0.02 -0.05 0.011
H 3.032 -1.708 0.504 0.03 -0.01 -0.02 0.418
C -2.949 -0.594 -1.719 0.03 -0.01 0.01 -1.215
N -1.697 -0.453 -0.955 -0.09 -0.01 0.10 1.135
P -1.157 0.964 -0.200 0.08 0.06 0.08 1.689
C -2.452 1.694 0.810 -0.09 0.04 0.01 1.150
C -2.350 1.673 2.202 0.02 -0.06 0.04 0.067
C -3.346 2.220 2.997 -0.03 0.00 -0.01 -0.909
C -4.464 2.784 2.399 -0.02 0.01 0.00 -0.714
C -4.582 2.809 1.014 0.01 -0.01 0.02 -0.764
C -3.579 2.277 0.222 0.02 0.00 -0.06 -0.815
C -0.880 2.159 -1.520 -0.06 -0.02 -0.06 0.450
C -0.715 1.734 -2.838 0.00 0.02 0.05 -0.254
C -0.557 2.665 -3.853 0.06 -0.01 -0.01 -0.836
C -0.519 4.021 -3.553 0.01 0.00 -0.02 -0.674
C -0.652 4.449 -2.238 -0.03 -0.01 0.01 -0.801
C -0.849 3.523 -1.224 0.03 0.03 0.00 -1.006
P -0.989 -1.700 -0.071 -0.10 -0.23 -0.05 1.563
C -2.254 -2.576 0.858 -0.07 -0.07 -0.03 1.298
C -2.786 -1.986 2.009 -0.01 0.06 0.03 -0.166
C -3.817 -2.595 2.703 0.02 -0.01 -0.01 -1.155
C -4.333 -3.803 2.249 -0.02 -0.02 0.02 -0.704
C -3.831 -4.388 1.095 0.01 0.02 0.01 -0.809
C -2.797 -3.779 0.398 0.02 0.00 -0.01 -0.964
C -0.263 -2.884 -1.218 0.01 0.06 -0.08 0.532
C -0.031 -2.518 -2.542 0.00 -0.03 0.00 -0.978
C 0.615 -3.397 -3.402 -0.01 0.01 0.01 -0.721
C 1.057 -4.627 -2.938 0.01 -0.01 -0.01 -0.778
C 0.848 -4.990 -1.612 0.00 -0.01 -0.01 -0.736
C 0.186 -4.126 -0.754 -0.01 -0.01 0.02 -0.297
H -3.810 -0.633 -1.050 -0.01 0.00 -0.02 0.326
H -2.911 -1.508 -2.310 0.00 -0.01 0.01 0.373
H -3.053 0.249 -2.401 -0.02 0.00 0.02 0.482
H -1.490 1.213 2.678 0.01 -0.02 -0.02 -0.391
H -3.256 2.209 4.075 0.01 -0.01 0.00 0.497
H -5.246 3.212 3.013 0.00 0.00 0.00 0.451
H -5.454 3.253 0.554 0.00 0.00 0.00 0.486
H -3.668 2.330 -0.857 0.00 0.00 0.00 0.480
H -0.745 0.678 -3.073 0.03 0.00 -0.01 0.103
H -0.478 2.334 -4.881 0.01 0.01 0.01 0.494
H -0.407 4.746 -4.349 0.00 0.00 0.01 0.473
H -0.644 5.506 -2.007 0.01 0.00 0.00 0.507
H -1.018 3.876 -0.212 0.00 -0.02 0.02 0.489
H -2.444 -1.011 2.339 0.01 0.04 -0.02 0.007
H -4.227 -2.128 3.588 0.00 0.00 0.00 0.492
H -5.139 -4.283 2.789 0.00 0.00 0.00 0.452
H -4.248 -5.317 0.732 0.00 0.00 0.00 0.489
H -2.426 -4.242 -0.506 0.00 0.01 -0.01 0.480
H -0.366 -1.555 -2.905 0.01 0.00 0.00 0.120
H 0.764 -3.124 -4.438 0.00 0.00 0.00 0.513
H 1.556 -5.311 -3.612 0.00 0.00 0.00 0.449
H 1.178 -5.956 -1.256 0.00 0.00 0.00 0.504
H -0.013 -4.442 0.265 -0.01 0.01 0.01 0.539
O 3.235 0.670 0.291 0.00 0.02 -0.07 -0.755
C 2.706 0.634 -0.844 -0.14 0.00 0.25 0.346
O 1.557 0.141 -1.039 0.02 0.07 -0.09 -0.243
C 3.424 1.271 -2.023 0.14 -0.06 -0.06 -0.435
N 4.883 1.442 -1.654 -0.04 0.06 0.03 -0.040
C 5.291 2.855 -2.023 0.02 -0.17 0.00 -0.620
C 4.017 3.624 -1.747 0.01 0.08 0.01 -0.768
C 2.927 2.709 -2.307 -0.08 -0.08 -0.07 0.211
H 3.355 0.632 -2.900 -0.05 -0.03 0.03 0.526
H 5.482 0.738 -2.082 0.02 0.00 -0.03 0.390
H 4.930 1.316 -0.634 0.00 -0.03 0.02 0.376
H 5.547 2.844 -3.081 0.01 0.04 0.01 0.342
H 6.164 3.132 -1.438 -0.02 0.04 0.00 0.429
H 4.030 4.600 -2.225 -0.01 -0.01 0.00 0.471
H 3.897 3.782 -0.673 0.00 0.00 0.00 0.228
H 2.827 2.842 -3.383 0.01 0.02 -0.01 0.474
H 1.945 2.882 -1.870 -0.04 0.02 0.02 -0.451


No. 2
88
Properties=species:S:1:pos:R:3:forces:R:3:mulliken_charge:R:1 method="wB97M-V/def2-TZVPD" e_tot_ha=-1835.6186 de_lowest_kj_mol=0.00 lumo_ev=-2.5849 total_charge=+1 orbital_gap_ev=8.39 fmax_ev_per_a=1.2
C 1.683 -3.464 3.332 -0.29 -0.14 -0.40 -1.209
C 0.298 -4.014 2.968 0.51 0.26 -0.26 0.037
C -0.118 -3.487 1.587 0.07 -0.15 -0.15 -1.371
N -1.558 -3.224 1.449 0.61 0.42 -0.13 0.101
C -2.144 -2.188 1.999 -0.88 0.45 -0.19 -0.117
N -1.502 -1.274 2.751 0.37 -0.87 0.04 -0.020
C -2.041 -0.993 4.099 -0.49 0.89 -0.18 -0.769
C -3.568 -1.001 4.082 -0.13 -0.05 -0.16 -0.603
C -4.139 -2.089 3.194 -0.26 -0.07 0.26 -0.211
O -5.506 -1.986 3.086 -0.01 0.31 -0.06 -0.425
C -6.202 -3.236 3.091 -0.11 -0.08 0.07 -0.047
C -7.658 -3.001 2.797 -0.07 0.04 -0.09 -1.348
N -3.507 -1.993 1.836 0.73 -0.68 0.62 -0.183
H 2.196 -4.096 4.044 0.05 0.10 0.22 0.391
H 1.635 -2.443 3.707 0.02 0.07 0.14 0.270
H 2.297 -3.441 2.431 0.18 -0.03 0.02 0.282
H -0.445 -3.755 3.719 -0.10 -0.10 0.12 0.222
H 0.387 -5.094 2.897 -0.31 -0.14 0.18 0.391
H 0.152 -4.219 0.831 -0.05 0.03 -0.17 0.508
H 0.428 -2.586 1.307 0.01 0.13 0.04 0.452
H -2.116 -3.848 0.893 -0.07 -0.03 -0.18 0.308
H -0.494 -1.330 2.704 0.01 -0.11 0.18 0.296
H -1.715 0.008 4.365 0.14 0.01 0.13 0.399
H -1.642 -1.682 4.841 0.10 -0.27 -0.14 0.367
H -3.959 -0.039 3.758 -0.02 0.03 -0.16 0.332
H -3.954 -1.186 5.081 0.07 0.07 0.15 0.380
H -3.881 -3.071 3.619 0.04 -0.06 -0.02 0.469
H -6.096 -3.700 4.074 0.12 -0.04 0.07 0.306
H -5.766 -3.913 2.351 0.06 -0.02 -0.10 0.289
H -8.124 -2.391 3.565 0.01 0.04 0.11 0.318
H -7.801 -2.503 1.841 0.06 0.01 -0.11 0.347
H -8.167 -3.961 2.763 -0.09 -0.05 0.01 0.402
H -3.886 -2.695 1.210 -0.26 -0.02 0.06 0.327
N 4.691 -3.766 4.630 0.08 -0.02 0.07 -0.309
C 5.324 -4.927 4.469 -0.06 0.01 -0.07 -0.032
C 6.363 -5.357 5.279 0.01 0.01 0.01 -0.618
C 6.772 -4.534 6.316 0.03 -0.01 0.02 -0.139
C 6.127 -3.322 6.498 0.01 -0.01 0.00 -0.579
C 5.098 -2.988 5.632 -0.05 0.03 -0.04 -0.087
H 4.978 -5.542 3.644 0.03 -0.03 0.01 0.350
H 6.838 -6.311 5.100 0.00 -0.01 -0.02 0.359
H 7.580 -4.832 6.970 0.00 0.00 0.00 0.373
H 6.415 -2.648 7.293 -0.01 0.01 0.00 0.356
H 4.568 -2.047 5.744 0.03 0.01 0.03 0.340
N -1.398 -0.613 -3.174 -0.02 0.02 0.02 -0.559
C -1.916 -1.090 -2.047 -0.01 -0.07 0.02 -0.465
C -2.594 -0.316 -1.118 0.13 -0.02 -0.05 0.057
C -2.744 1.039 -1.377 0.00 0.02 0.03 -0.479
C -2.214 1.554 -2.548 -0.06 0.05 -0.01 -0.469
C -1.554 0.689 -3.410 0.03 -0.03 -0.06 -0.545
H -1.775 -2.156 -1.883 -0.05 0.00 0.02 0.440
H -2.985 -0.761 -0.215 -0.09 0.07 0.00 0.502
H -3.266 1.681 -0.679 -0.01 0.00 -0.01 0.431
H -2.310 2.604 -2.793 0.00 0.00 -0.05 0.769
H -1.127 1.054 -4.337 -0.01 0.04 0.01 0.397
N -1.247 5.047 -2.872 0.01 -0.06 -0.02 -0.468
C -0.743 6.027 -3.620 -0.08 -0.01 -0.04 -0.332
C 0.536 6.537 -3.457 0.09 0.02 0.06 -0.229
C 1.338 5.998 -2.464 0.00 0.00 -0.01 -0.289
C 0.830 4.975 -1.677 0.01 0.04 -0.04 -0.544
C -0.463 4.543 -1.923 -0.04 -0.04 0.08 -0.063
H -1.399 6.422 -4.386 0.04 0.03 -0.03 0.389
H 0.887 7.331 -4.102 -0.06 -0.01 -0.05 0.459
H 2.343 6.368 -2.306 0.00 0.01 0.00 0.391
H 1.420 4.525 -0.890 -0.01 0.00 0.02 0.374
H -0.902 3.748 -1.330 0.09 -0.01 0.07 0.335
N 0.787 7.964 -6.622 0.02 -0.02 -0.03 -0.332
C 2.045 7.801 -7.028 -0.01 0.00 0.07 0.032
C 2.419 7.725 -8.360 -0.01 0.00 -0.01 -0.615
C 1.432 7.821 -9.327 0.01 0.00 -0.03 -0.145
C 0.118 7.990 -8.922 0.02 0.00 0.00 -0.485
C -0.149 8.057 -7.564 -0.04 0.02 0.07 -0.222
H 2.788 7.727 -6.241 0.04 0.00 -0.03 0.340
H 3.457 7.594 -8.630 0.01 0.00 0.01 0.351
H 1.683 7.767 -10.378 0.00 0.00 0.00 0.371
H -0.684 8.071 -9.642 -0.02 0.00 0.01 0.353
H -1.164 8.193 -7.207 -0.02 0.00 -0.04 0.355
N 2.504 -3.178 -1.232 -0.04 0.03 0.12 -0.546
C 1.540 -2.322 -1.566 -0.12 -0.07 0.04 -0.319
C 1.730 -0.957 -1.711 0.04 0.06 0.03 0.124
C 3.005 -0.451 -1.507 0.01 0.01 0.03 -0.596
C 4.023 -1.327 -1.164 -0.03 0.01 -0.01 -0.268
C 3.722 -2.675 -1.038 0.03 -0.06 0.00 -0.417
H 0.559 -2.760 -1.723 0.00 0.07 -0.08 0.546
H 0.904 -0.315 -1.986 0.02 -0.04 -0.03 0.249
H 3.202 0.608 -1.617 0.00 0.01 -0.01 0.433
H 5.031 -0.975 -0.997 0.01 -0.02 0.00 0.408
H 4.491 -3.391 -0.773 0.03 0.03 0.01 0.379